The following is a quantum chemistry calculation of a cluster of 2 separate species, C4H10O4 in total in a non-equilibrium geometry, from the OMol25 dataset.

```
! RIJCOSX wB97M-V def2-TZVPD def2/J DEFGRID3
* xyz 0 1
O 1.3450 2.7558 -0.3644
C 1.0498 2.1211 0.6101
O 1.2561 2.4303 1.9546
C 0.2114 0.9010 0.5188
C 0.8948 -0.1944 -0.2461
C 0.0056 -1.3864 -0.6200
O 0.7261 -2.3661 -1.3415
H 1.8216 3.2542 2.0983
H 0.0584 0.5834 1.5409
H -0.7963 1.1697 0.1301
H 1.7037 -0.5723 0.3905
H 1.3676 0.1410 -1.2165
H -0.8076 -1.0407 -1.3746
H -0.5912 -1.8279 0.1882
H 1.2783 -1.8747 -2.0065
O -2.8115 -1.3239 -0.1094
H -3.3614 -1.5678 -0.8487
H -3.3504 -1.2023 0.6961
*
```

ΔE to the lowest compared entry with this formula, charge and spin in kcal/mol: 19.4
SMILES string: O=C(O)CCCO.O



The following is a quantum chemistry calculation of a structure of composition C48H61InN4O2 in a non-equilibrium geometry, from the OMol25 dataset.

```
! RIJCOSX wB97M-V def2-TZVPD def2/J DEFGRID3
* xyz -2 1
In -0.1394 -0.5862 1.2982
C -1.6670 3.4702 2.3460
C -0.8175 2.2278 2.4016
O -1.2465 1.1458 1.9431
C 0.3931 2.2991 3.0695
C 1.3031 1.3081 3.2951
C 2.5119 1.6560 4.0781
N 1.0932 0.0527 2.9757
N 1.8763 -0.9438 3.5782
C 1.4462 -2.1514 3.1817
O 0.5486 -2.4802 2.3173
C 1.9355 -3.3059 3.9402
C 1.2401 -4.5388 3.9040
C 1.6827 -5.6616 4.6082
C 2.8942 -5.6368 5.2840
C 3.6084 -4.4086 5.3081
C 3.1013 -3.2496 4.7106
H -2.7479 3.1643 2.3116
H -1.6274 4.0237 3.2904
H -1.3896 4.1140 1.5114
H 0.8357 3.2835 3.2618
H 2.7931 2.6780 4.0287
H 2.3513 1.4021 5.1416
H 3.4111 1.0617 3.7057
H 0.2875 -4.5437 3.3860
H 1.0947 -6.5686 4.5237
H 3.3300 -6.5039 5.7643
H 4.5853 -4.3554 5.7931
H 3.4669 -2.2075 4.7202
C 2.8447 -3.9249 0.3658
C 2.0800 -3.3466 -0.7751
C 1.7876 -4.3449 -1.8596
C 2.7790 -2.1152 -1.2936
C 4.0948 -2.2461 -1.8106
C 4.8541 -1.1641 -2.1832
C 4.2506 0.0992 -2.0717
C 2.9929 0.3107 -1.4888
C 2.4907 1.6919 -1.2807
C 2.5715 2.5614 -2.5763
C 3.3097 2.2550 -0.1386
C 2.2488 -0.8440 -1.0480
N 1.0296 -0.6749 -0.4834
C -0.1663 -1.1595 -1.3353
C -0.5835 -0.2958 -2.5208
C -0.3792 -0.8429 -3.7398
C -0.8782 -0.2314 -4.8814
C -1.7720 0.8151 -4.7600
C -1.9712 1.3765 -3.4932
C -1.3714 0.8917 -2.3377
N -1.3716 1.4754 -1.1036
C -2.1527 2.5729 -0.8778
C -1.5737 3.9169 -0.9559
C -2.3006 5.0503 -0.5924
C -3.6790 4.9806 -0.2719
C -4.1579 3.7093 -0.0645
C -3.4678 2.5255 -0.3608
C -4.2281 1.1981 -0.0368
C -5.5534 1.1931 -0.8561
C -4.3198 0.8685 1.4823
C -0.2441 4.1867 -1.4741
C 0.6690 4.9194 -0.4582
C -0.3563 4.9262 -2.8782
H 2.2475 -4.7069 0.9615
H 3.2356 -3.1364 0.9676
H 3.7327 -4.3351 0.0059
H 1.1828 -2.9367 -0.3157
H 2.5683 -4.3427 -2.6630
H 0.7689 -4.0283 -2.3485
H 1.6255 -5.3263 -1.4573
H 4.3988 -3.2524 -2.1015
H 5.8390 -1.2528 -2.6254
H 4.8540 0.9477 -2.2448
H 1.4514 1.5632 -0.9821
H 3.5047 2.4199 -3.0858
H 2.4821 3.6458 -2.5051
H 1.7729 2.0920 -3.1888
H 4.3248 2.1023 -0.4686
H 3.1428 1.7187 0.7859
H 3.1504 3.2927 0.0664
H 0.0964 -2.1294 -1.7181
H 0.2792 -1.6930 -3.8163
H -0.6819 -0.7762 -5.8317
H -2.2377 1.2290 -5.6433
H -2.7327 2.1818 -3.4395
H -1.8344 5.9773 -0.7256
H -4.2653 5.8734 0.0208
H -5.1538 3.6584 0.4131
H -3.5987 0.4314 -0.4000
H -6.1402 2.0628 -0.6020
H -6.1702 0.2952 -0.7038
H -5.2044 1.2210 -1.8979
H -4.6512 1.7363 2.0661
H -3.3018 0.7051 1.7298
H -4.9519 -0.0171 1.7392
H 0.2223 3.2489 -1.5075
H 0.3330 6.0404 -0.3538
H 1.7197 4.9510 -0.8301
H 0.6011 4.4526 0.5005
H -0.7959 5.9114 -2.9151
H -0.9599 4.2988 -3.5362
H 0.5927 5.0378 -3.3530
C -2.7508 -3.0107 -1.7742
C -2.1398 -2.7261 -0.3569
C -3.2969 -2.7036 0.7615
C -1.2174 -3.8822 -0.0402
C -1.3244 -1.4321 -0.3453
H -3.0949 -4.0762 -1.8470
H -1.9580 -2.8456 -2.5421
H -3.4919 -2.1940 -1.9394
H -4.0816 -3.5728 0.6521
H -3.8372 -1.7719 0.6937
H -2.8012 -2.6117 1.6892
H -1.7375 -4.9006 0.0403
H -0.6683 -3.8723 0.9248
H -0.6100 -3.9928 -0.9642
H -2.0681 -0.6478 -0.4670
*
```

ΔE to the lowest compared entry with this formula, charge and spin in kcal/mol: 0.0



The following is a quantum chemistry calculation of a structure of composition C18H29AlF16O4P, from the OMol25 dataset.

```
! RIJCOSX wB97M-V def2-TZVPD def2/J DEFGRID3
* xyz -1 1
C 5.4808 -2.4193 -1.0082
C 5.7657 -2.2769 -2.5167
O 4.6082 -2.1970 -3.2845
Al 3.5168 -0.8069 -3.3544
C 1.7869 -1.5216 -4.0623
C 0.5914 -0.5840 -4.2795
C -0.2310 -0.3333 -3.0229
O 0.5223 0.1974 -1.9488
C 0.7858 1.5808 -2.0494
P 4.3468 0.7715 -4.9696
C 6.1641 0.8440 -4.5692
C 3.8683 2.4063 -4.2166
H 6.1643 -1.8165 -0.4033
H 4.4675 -2.0739 -0.8015
H 5.5706 -3.4568 -0.6753
H 6.4223 -1.4063 -2.6732
H 6.3428 -3.1529 -2.8500
H 3.4304 -0.0347 -1.9135
H 1.4797 -2.3510 -3.4057
H 2.0316 -1.9835 -5.0278
H 0.9114 0.3809 -4.6989
H -0.1218 -0.9936 -5.0111
H -0.6427 -1.2805 -2.6612
H -1.0750 0.3399 -3.2380
H 1.8298 1.7509 -2.3195
H 0.5885 2.0503 -1.0806
H 0.1387 2.0494 -2.7999
H 6.3618 1.1428 -3.5341
H 6.6787 1.5419 -5.2367
H 6.5984 -0.1471 -4.7242
H 2.8191 2.6181 -4.4434
H 3.9959 2.4368 -3.1288
H 4.4680 3.2061 -4.6618
C 0.3257 -1.8836 2.6300
C -0.7270 -1.1236 1.8163
C -0.2407 0.0204 0.9213
F 0.3328 0.9834 1.6827
F -1.3306 0.5639 0.3272
F -1.7231 -0.6861 2.6236
F -1.2658 -2.0442 0.9594
O 0.4307 -1.4994 3.9928
C 1.3127 -0.5642 4.4342
C 0.6003 0.5300 5.2502
F -0.3257 1.1552 4.5008
F 1.5117 1.4440 5.6527
F 2.0635 -0.0430 3.4564
F 2.1634 -1.1734 5.3086
H -0.0324 -2.9109 2.6635
H 1.2857 -1.8665 2.1154
H 0.4535 -0.3273 0.1541
H 0.1231 0.0836 6.1243
C -4.7934 0.5602 2.3832
C -5.7213 0.5872 1.1659
C -6.4648 1.8979 0.8796
F -7.2878 2.2099 1.9057
F -7.2196 1.7453 -0.2304
F -6.5992 -0.4342 1.2131
F -4.9124 0.4074 0.0796
O -5.3452 -0.0209 3.5523
C -5.9838 0.7080 4.4980
C -7.3978 0.1636 4.7638
F -8.1358 0.2066 3.6388
F -7.9988 0.9373 5.6970
F -6.0154 2.0222 4.2159
F -5.3057 0.5701 5.6713
H -3.9747 -0.0987 2.1014
H -4.3757 1.5481 2.5741
H -5.7558 2.7137 0.7207
H -7.3361 -0.8635 5.1269
*
```

ΔE to the lowest compared entry with this formula, charge and spin in kcal/mol: 0.0



The following is a quantum chemistry calculation of a cluster of 2 separate species, C2H4NO4 in total in a non-equilibrium geometry, from the OMol25 dataset.

```
! RIJCOSX wB97M-V def2-TZVPD def2/J DEFGRID3
* xyz -1 1
C -2.6865 -0.0269 0.5959
C 1.3007 0.2299 -0.1207
N 2.4984 0.7259 -0.0496
O 2.6742 2.1177 -0.5456
O -3.6358 -0.6929 0.7806
O 3.5680 0.0798 0.3930
O 0.3643 0.7727 -0.7072
H -2.7590 0.8726 -0.1790
H -1.7557 -0.1576 1.1685
H 1.1069 -0.7519 0.4565
H 1.9763 2.6201 -0.1407
*
```

ΔE to the lowest compared entry with this formula, charge and spin in kcal/mol: 157.3



For reference, HOMO-LUMO gap by record: 10.322, 5.318, 5.690, 6.059 eV.